Molecular formula: C5H5Cl2MnNO4Y
Method: DFT, the ωB97M-V functional and the def2-TZVPD basis

Values from the calculation:
- spin multiplicity = 5
- total charge = +4
- molecular weight (u) = 357.8
- LUMO level (spin up / spin down) (Ha) = -0.7116 / -0.6829
- expectation value of S² = 6.39
- highest occupied orbital energy (spin up / spin down) (eV) = -24.326 / -24.140

Geometry (Å):
1 Y 0.5208 0.2980 -5.8971
2 Mn 0.3273 0.4925 -1.5168
3 Cl -0.8023 1.9306 -4.5558
4 Cl 0.1392 -1.2884 -3.8799
5 C -0.5781 -0.9471 -0.4415
6 C 0.0356 1.3193 -8.0645
7 C 0.5195 -1.2605 -7.9094
8 O -0.8484 -1.0697 0.6895
9 O -0.1677 1.3995 -9.2025
10 O 0.4319 -1.6244 -8.9584
11 C 1.4637 1.6555 2.6361
12 C 0.7763 2.3467 1.4672
13 N 0.2542 3.5769 1.5950
14 O 0.4794 1.8519 0.2693
15 H 1.8441 2.2628 3.4626
16 H 2.3015 1.0977 2.2580
17 H 0.8013 0.9609 3.1306
18 H -0.4556 3.7133 0.9500
19 H 0.4048 4.0238 2.5088



Molecular formula: C2ClF2N
Method: DFT, the ωB97M-V functional and the def2-TZVPD basis

Values from the calculation:
- molecular weight (u) = 111.5
- energy above the lowest of the compared OMol25 structures with the same formula, charge and spin (kcal/mol) = 56.1
- LUMO level (Ha) = 0.0053
- highest occupied orbital energy (eV) = -11.260

Geometry (Å):
1 C 1.2068 -1.5576 -0.4942
2 C -0.9329 1.7952 0.4187
3 N 0.3437 -2.2538 -0.1664
4 F -1.3368 0.6848 -0.1060
5 F -1.8272 2.1222 1.3044
6 Cl 2.5464 -0.7907 -0.9566



Molecular formula: C4H12N4O
Method: DFT, the ωB97M-V functional and the def2-TZVPD basis

Values from the calculation:
- molecular weight (u) = 132.2
- energy above the lowest of the compared OMol25 structures with the same formula, charge and spin (kcal/mol) = 58.2
- LUMO level (Ha) = 0.0316
- highest occupied orbital energy (eV) = -8.434

Geometry (Å):
1 C -1.3495 -1.7207 0.4178
2 N -0.7978 -0.4079 0.6824
3 C -1.2487 0.8385 -0.0031
4 N -1.9260 0.5889 -1.1888
5 N -1.3371 1.9161 0.6964
6 H -0.5050 -0.1863 1.6240
7 H -2.0130 1.3998 -1.7829
8 H -1.6623 -0.2503 -1.6857
9 H -1.9043 2.6269 0.2466
10 H -0.8877 -2.1171 -0.4898
11 H -1.1609 -2.3785 1.2653
12 H -2.4288 -1.6800 0.2659
13 C 2.6309 -0.6072 0.2846
14 C 1.2921 -0.1589 -0.2869
15 N 1.0593 1.2537 -0.1050
16 O 0.8931 -0.6679 -1.3392
17 H 0.6113 1.8228 0.6196
18 H 1.7945 1.8730 -0.4163
19 H 2.7185 -0.3988 1.3506
20 H 2.7837 -1.6630 0.0717
21 H 3.4376 -0.0831 -0.2272



Molecular formula: C9H6O3
Method: DFT, the ωB97M-V functional and the def2-TZVPD basis

Values from the calculation:
- molecular weight (u) = 162.1
- energy above the lowest of the compared OMol25 structures with the same formula, charge and spin (kcal/mol) = 28.1
- LUMO level (Ha) = -0.0152
- highest occupied orbital energy (eV) = -9.079

Geometry (Å):
1 C 1.5917 -0.6323 0.2448
2 C 2.2465 -0.1651 -0.8060
3 C 1.5521 0.5710 -1.8024
4 C 0.1893 0.8314 -1.6356
5 C -0.4905 0.3293 -0.4734
6 C -1.9181 0.4013 -0.3673
7 C -2.4511 0.1164 0.8279
8 C -1.6514 -0.4671 1.8593
9 C 0.3005 -0.2666 0.4196
10 H 1.4571 -1.5770 1.8339
11 H 3.3146 -0.1718 -0.8349
12 H 2.2705 1.1295 -2.4521
13 H -0.3180 1.3484 -2.5732
14 H -2.4620 1.0508 -1.0796
15 H -3.4353 0.3611 1.1445
16 O 2.2019 -1.3639 1.2402
17 O -2.0271 -0.7577 3.0101
18 O -0.3708 -0.7376 1.4443



Molecular formula: C34H46F2N4OS4Sc
Method: DFT, the ωB97M-V functional and the def2-TZVPD basis

Values from the calculation:
- total charge = -1
- molecular weight (u) = 738.0
- energy above the lowest of the compared OMol25 structures with the same formula, charge and spin (kcal/mol) = 9.7
- LUMO level (Ha) = 0.0758
- highest occupied orbital energy (eV) = -2.876

Geometry (Å):
1 Sc 0.4896 0.8481 -0.0865
2 C -3.3109 0.6225 4.3758
3 C -2.5659 0.0236 3.1940
4 S -1.7282 -1.4807 3.4999
5 C -2.6062 0.6775 2.0115
6 C -3.3689 1.9760 1.8448
7 S -1.9236 0.0608 0.4943
8 H -3.3153 -0.0877 5.1991
9 H -4.3458 0.8732 4.1226
10 H -2.8315 1.5449 4.7270
11 H -4.4232 1.7980 1.6003
12 H -2.9423 2.5584 1.0257
13 H -3.3461 2.5918 2.7491
14 C 4.2164 -2.8034 1.4931
15 N 3.2220 -2.1855 2.3551
16 C 2.3598 -2.8660 3.1993
17 C 1.4585 -1.9722 3.6552
18 N 1.8006 -0.7527 3.1078
19 C 2.8669 -0.8978 2.3055
20 S 3.8252 0.3273 1.5169
21 C 1.1042 0.4556 3.4681
22 C 1.2030 0.8542 4.7888
23 C 0.4870 1.9764 5.1687
24 C -0.2661 2.6320 4.2136
25 C -0.2775 2.1478 2.9119
26 N 0.4103 1.0686 2.5337
27 H 4.3540 -3.8317 1.8184
28 H 5.1625 -2.2729 1.5618
29 H 3.8657 -2.7850 0.4623
30 H 2.4556 -3.9219 3.3743
31 H 0.5658 -2.0505 4.2605
32 H 1.8021 0.2858 5.4861
33 H 0.5199 2.3264 6.1923
34 H -0.8435 3.5126 4.4592
35 H -0.8123 2.6570 2.1254
36 C -0.9325 -2.6244 -1.1337
37 S -0.0785 -2.4021 0.4340
38 C 0.9418 -3.8762 0.1702
39 O 0.9803 -1.3087 0.2836
40 H -1.6692 -3.4042 -0.9264
41 H -0.2400 -2.9277 -1.9167
42 H -1.4477 -1.7038 -1.3856
43 H 0.2769 -4.7341 0.0662
44 H 1.5801 -4.0221 1.0366
45 H 1.5333 -3.7331 -0.7356
46 F 0.2090 2.7469 0.2193
47 C 2.5945 1.3340 0.7356
48 F 2.7749 1.2933 -0.7115
49 H 2.7928 2.3724 0.9916
50 C 4.0310 -2.6846 -2.2156
51 C 2.7153 -2.2582 -2.8175
52 C 2.1560 -3.0002 -3.8599
53 C 0.9800 -2.5501 -4.4403
54 C 0.3739 -3.2845 -5.6104
55 C 0.3500 -1.4087 -3.9583
56 C 0.8379 -0.6612 -2.8582
57 C 2.0792 -1.1276 -2.3494
58 N 0.2086 0.4024 -2.2413
59 C -0.8033 1.1444 -3.0396
60 C -1.1107 2.4707 -2.3223
61 C -2.1202 3.3339 -3.0837
62 C -3.4373 2.5687 -3.2250
63 C -3.1651 1.2577 -3.9640
64 C -2.5904 1.5592 -5.3521
65 C -1.2924 2.3635 -5.2132
66 C -1.5793 3.6695 -4.4728
67 C -0.2626 1.5433 -4.4298
68 C -2.1652 0.4184 -3.1596
69 H 3.9589 -3.6750 -1.7530
70 H 4.3611 -1.9710 -1.4593
71 H 4.8102 -2.7478 -2.9789
72 H 2.6506 -3.8918 -4.2336
73 H 0.7977 -4.2848 -5.7103
74 H 0.5587 -2.7491 -6.5452
75 H -0.7079 -3.3818 -5.5002
76 H -0.5725 -1.1346 -4.4402
77 H 2.5508 -0.5747 -1.5556
78 H -0.1784 3.0225 -2.1781
79 H -1.5181 2.2546 -1.3334
80 H -2.2869 4.2556 -2.5177
81 H -4.1729 3.1706 -3.7722
82 H -3.8501 2.3539 -2.2349
83 H -4.0986 0.6942 -4.0664
84 H -3.3187 2.1247 -5.9451
85 H -2.3920 0.6229 -5.8863
86 H -0.8902 2.5832 -6.2082
87 H -2.3059 4.2736 -5.0294
88 H -0.6590 4.2564 -4.3863
89 H 0.6503 2.1284 -4.2726
90 H 0.0221 0.6757 -5.0227
91 H -2.0794 -0.5619 -3.6279
92 H -2.5482 0.2551 -2.1493



Molecular formula: C4H8IN2
Method: DFT, the ωB97M-V functional and the def2-TZVPD basis

Values from the calculation:
- total charge = +1
- molecular weight (u) = 211.0
- energy above the lowest of the compared OMol25 structures with the same formula, charge and spin (kcal/mol) = 52.0
- LUMO level (Ha) = -0.1708
- highest occupied orbital energy (eV) = -13.500

Geometry (Å):
1 C 1.2903 -0.4974 1.5213
2 C -0.7176 -0.3275 -0.0403
3 C 2.3565 0.4575 1.8647
4 C -2.1887 -0.6767 -1.8690
5 N 0.3323 -0.3621 0.6936
6 N -0.8720 -0.8362 -1.2439
7 I 0.8012 -1.7159 -2.0595
8 H 1.3755 -1.5507 1.9428
9 H -1.6091 0.2227 0.1942
10 H 3.2941 0.1546 1.5825
11 H 2.3568 1.4781 1.6101
12 H 2.4443 0.4695 2.9883
13 H -2.1936 0.1814 -2.5838
14 H -2.9964 -0.6626 -1.1200
15 H -2.3794 -1.5071 -2.4548



Molecular formula: C13H9BrO2
Method: DFT, the ωB97M-V functional and the def2-TZVPD basis

Values from the calculation:
- molecular weight (u) = 277.1
- energy above the lowest of the compared OMol25 structures with the same formula, charge and spin (kcal/mol) = 3.8
- LUMO level (Ha) = -0.0080
- highest occupied orbital energy (eV) = -8.702

Geometry (Å):
1 O -2.0481 1.7183 0.2055
2 Br 2.2654 5.0006 0.3598
3 O 0.9284 -0.7663 -0.7733
4 C -1.0657 1.0302 0.0725
5 C -1.2844 -3.2029 0.3272
6 C -1.9080 -0.9725 1.1809
7 C -0.5895 -2.6430 -0.7478
8 C -1.2914 -0.3416 0.0447
9 C 2.9551 2.3753 -0.4403
10 C 2.6883 1.0086 -0.8313
11 C 0.6654 2.8170 0.1461
12 C 1.9352 3.2401 -0.1409
13 C 1.2961 0.5848 -0.5930
14 C 0.3107 1.5168 -0.1322
15 C -2.1869 -2.4493 1.1495
16 C -0.4781 -1.1328 -0.9681
17 H -1.1226 -4.2659 0.4365
18 H -2.3797 -0.2539 1.8485
19 H 0.0867 -3.3893 -1.2249
20 H 4.0548 2.6582 -0.4302
21 H 3.4775 0.4150 -1.1723
22 H -0.0990 3.4996 0.5504
23 H -2.2144 -2.8038 2.2668
24 H -3.2551 -2.6322 0.8467
25 H -0.7409 -1.0112 -1.9808



Molecular formula: C11H27BN4O6P
Method: DFT, the ωB97M-V functional and the def2-TZVPD basis

Values from the calculation:
- total charge = +1
- molecular weight (u) = 353.1
- LUMO level (Ha) = -0.1536
- highest occupied orbital energy (eV) = -12.017

Geometry (Å):
1 C 2.0312 -2.2622 -0.0236
2 C 2.8117 -1.6557 -0.9531
3 N 2.3902 -0.5697 -1.7705
4 C 1.2287 -0.4522 -2.3771
5 N 0.9556 0.6272 -3.1803
6 C -0.2614 0.2022 -3.9073
7 N -0.9657 1.2214 -4.6310
8 C -0.9780 -0.5259 -2.7723
9 C -2.2582 -1.3271 -3.0989
10 O -1.9931 -2.7013 -3.2236
11 C -2.5613 -3.4801 -2.1785
12 B -1.3652 0.3924 -1.4954
13 C -2.0526 1.7883 -1.6738
14 O -1.1102 -0.0397 -0.2154
15 N 0.1984 -1.3687 -2.3379
16 H 1.6114 -1.7584 0.8413
17 H 1.8106 -3.3215 -0.1280
18 H 3.8520 -1.9366 -1.1016
19 H 3.0380 0.1960 -1.9306
20 H 0.9240 1.5366 -2.7278
21 H 0.0326 -0.6282 -4.5699
22 H -1.6127 0.7826 -5.2739
23 H -0.3081 1.7502 -5.1949
24 H -3.0061 -1.1435 -2.3178
25 H -2.6930 -0.9249 -4.0186
26 H -2.1434 -3.1690 -1.2139
27 H -3.6482 -3.3796 -2.1553
28 H -2.3075 -4.5204 -2.3578
29 H -2.7107 1.9774 -0.8259
30 H -2.6262 1.8499 -2.5973
31 H -1.2955 2.5791 -1.7143
32 H -1.4162 -0.9445 -0.0845
33 H 0.3868 -2.1977 -2.9017
34 C 0.3381 3.3001 3.4893
35 O 0.7441 2.6307 4.6912
36 P 0.8727 1.0433 4.7609
37 O -0.0845 0.4629 5.7026
38 O 2.3948 0.9331 5.2257
39 C 2.7032 1.1612 6.6065
40 O 1.0811 0.1754 3.4489
41 C -0.0627 -0.0530 2.6058
42 H 0.3003 4.3624 3.7098
43 H 1.0592 3.1303 2.6874
44 H -0.6539 2.9694 3.1758
45 H 1.8477 0.9368 7.2423
46 H 3.0077 2.1979 6.7504
47 H 3.5295 0.5049 6.8671
48 H -0.6751 0.8421 2.5011
49 H -0.6647 -0.8622 3.0194
50 H 0.3048 -0.3321 1.6273



Molecular formula: C19H25N5O3
Method: DFT, the ωB97M-V functional and the def2-TZVPD basis

Values from the calculation:
- molecular weight (u) = 371.4
- energy above the lowest of the compared OMol25 structures with the same formula, charge and spin (kcal/mol) = 11.7
- LUMO level (Ha) = 0.0240
- highest occupied orbital energy (eV) = -8.327

Geometry (Å):
1 C 3.4052 0.8969 0.2361
2 H 4.1516 0.4562 -0.4207
3 H 2.7661 1.5439 -0.3578
4 H 3.9169 1.4873 0.9914
5 C 2.6221 -0.2443 0.8742
6 N 1.5111 0.1533 1.7448
7 C 1.2684 -0.8147 2.7987
8 H 1.6428 -1.7900 2.4785
9 C -0.2313 -0.9595 3.1162
10 N -0.9634 -1.3187 1.9323
11 C -0.9263 -2.4806 1.2553
12 N -1.5699 -2.4439 0.1064
13 C -2.0394 -1.1798 0.0215
14 C -1.6844 -0.4513 1.1481
15 C -2.0730 0.9117 1.3386
16 O -1.8341 1.6131 2.3065
17 N -2.7999 1.3824 0.2448
18 C -3.1429 0.6899 -0.9111
19 O -3.7680 1.2306 -1.7974
20 N -2.7568 -0.6297 -0.9926
21 C -3.0381 -1.3931 -2.1875
22 H -3.3742 -2.3876 -1.9009
23 H -3.8082 -0.8686 -2.7493
24 H -2.1354 -1.4804 -2.7946
25 C -3.2538 2.7627 0.2855
26 H -4.3386 2.7979 0.1918
27 H -2.9394 3.1843 1.2372
28 H -2.8162 3.3226 -0.5408
29 H -0.4403 -3.3606 1.6288
30 H -0.3640 -1.7323 3.8785
31 H -0.6425 -0.0163 3.4780
32 H 1.7887 -0.5411 3.7318
33 C 1.5302 1.5057 2.2642
34 H 1.6345 2.2150 1.4490
35 H 0.5760 1.7036 2.7503
36 H 2.3370 1.6736 2.9937
37 H 3.3516 -0.8450 1.4434
38 C 2.0746 -1.2008 -0.2223
39 C 1.5063 -0.4733 -1.4218
40 C 0.5006 0.4688 -1.2286
41 C -0.0783 1.1120 -2.3058
42 C 0.3355 0.8205 -3.5959
43 C 1.3502 -0.0972 -3.7950
44 C 1.9355 -0.7373 -2.7145
45 H 2.7423 -1.4347 -2.8891
46 H 1.6922 -0.3186 -4.7955
47 H -0.1266 1.3145 -4.4374
48 H -0.8582 1.8418 -2.1451
49 H 0.1939 0.7009 -0.2213
50 O 3.1249 -2.0898 -0.5383
51 H 2.8029 -2.7266 -1.1852
52 H 1.2421 -1.7737 0.2228



Molecular formula: C4H7Br3MgN
Method: DFT, the ωB97M-V functional and the def2-TZVPD basis

Values from the calculation:
- total charge = -1
- molecular weight (u) = 333.1
- energy above the lowest of the compared OMol25 structures with the same formula, charge and spin (kcal/mol) = 157.1
- LUMO level (Ha) = -0.0332
- highest occupied orbital energy (eV) = -5.994

Geometry (Å):
1 Mg 2.1892 13.3773 4.4156
2 Br 1.8948 11.6702 7.8407
3 Br 2.9573 10.8657 1.5837
4 Br 3.9681 16.6583 4.1789
5 C -4.0631 15.7492 8.3378
6 C -5.0249 15.3992 7.1982
7 C -4.5992 15.7113 5.7725
8 C -3.3086 15.2272 5.3242
9 N -2.3119 14.8584 4.8678
10 H -4.1455 16.8218 8.5136
11 H -3.0245 15.5119 8.1074
12 H -4.3910 15.2444 9.2465
13 H -6.0352 15.7722 7.3665
14 H -5.2147 14.3290 7.2808
15 H -4.4896 16.7951 5.7346
16 H -5.3257 15.3347 5.0524



Molecular formula: C3H6N2P2
Method: DFT, the ωB97M-V functional and the def2-TZVPD basis

Values from the calculation:
- molecular weight (u) = 132.0
- energy above the lowest of the compared OMol25 structures with the same formula, charge and spin (kcal/mol) = 52.5
- LUMO level (Ha) = 0.0008
- highest occupied orbital energy (eV) = -9.046

Geometry (Å):
1 C -1.4419 -0.7697 -1.0451
2 C -0.2950 -0.8074 -0.4271
3 C -1.0434 1.2502 0.9787
4 N 1.3601 1.1498 -0.8441
5 N 2.2434 -0.3664 0.7940
6 P 2.7742 0.2284 -0.5044
7 P 0.2903 0.6585 0.2900
8 H -2.0030 -1.6614 -1.6280
9 H -2.2761 -0.0166 -0.8890
10 H 0.5055 -1.5735 -0.8329
11 H -1.2066 2.2717 1.4213
12 H -1.7007 0.4136 1.1965
13 H 2.7933 -0.7772 1.4903



Molecular formula: C23H20F2N4
Method: DFT, the ωB97M-V functional and the def2-TZVPD basis

Values from the calculation:
- molecular weight (u) = 390.4
- energy above the lowest of the compared OMol25 structures with the same formula, charge and spin (kcal/mol) = 8.5
- LUMO level (Ha) = 0.0152
- highest occupied orbital energy (eV) = -7.856

Geometry (Å):
1 F -6.9030 0.0365 -1.3527
2 F 2.2896 -0.6859 -5.6184
3 N 1.0396 3.1979 2.6707
4 N 2.6355 1.5426 4.3812
5 C 0.8785 -0.6746 -0.8776
6 C -0.3852 -0.5302 -0.3333
7 C 0.9363 3.2383 4.0285
8 C 1.7319 2.4206 4.8518
9 C 1.8982 2.2680 2.1751
10 C 2.6921 1.4651 3.0395
11 C -4.9307 -0.9341 -2.2376
12 C -4.7826 0.5063 -0.3105
13 C 0.0067 -0.4683 -5.0227
14 C 1.7470 -0.7453 -3.3045
15 C -3.5351 -1.0741 -2.2670
16 C -3.3603 0.4528 -0.4228
17 C -0.9609 -0.3502 -4.0203
18 C -5.5846 -0.1419 -1.2996
19 C 1.3728 -0.6106 -4.6533
20 C 0.7401 -0.5958 -2.3094
21 C -2.7256 -0.3454 -1.3810
22 C -0.5943 -0.4563 -2.6525
23 N -1.2872 -0.3928 -1.4433
24 N 1.8149 -0.9172 1.3603
25 C 2.1128 -0.8412 -0.0888
26 C -0.5850 -0.6292 1.1669
27 C 3.6322 0.3894 2.4731
28 C 0.5363 -1.4784 1.7777
29 C 2.9407 -0.9813 2.3246
30 H 0.1976 3.8626 4.5123
31 H 1.6324 2.5286 5.9169
32 H 2.0183 2.2095 1.0897
33 H -5.4805 -1.4615 -3.0050
34 H -5.2969 1.1398 0.4191
35 H -0.2747 -0.3425 -6.0335
36 H 2.7582 -0.9246 -2.9990
37 H -3.0686 -1.7201 -3.0265
38 H -2.7794 1.0298 0.2999
39 H -1.9930 -0.1975 -4.2562
40 H 2.7674 -0.0135 -0.2850
41 H 2.6066 -1.7431 -0.4028
42 H -1.4970 -1.2067 1.3242
43 H -0.6484 0.3743 1.6242
44 H 4.0503 0.6852 1.4968
45 H 4.4670 0.2508 3.1198
46 H 0.4688 -2.4958 1.3778
47 H 0.4336 -1.5750 2.8650
48 H 3.6871 -1.7244 1.9853
49 H 2.5803 -1.3404 3.3229